The following is a quantum chemistry calculation of a structure of composition C30H43BBrCaClN7O6, from the OMol25 dataset.

The LUMO energy comes out at 0.0862 Eh. As for the multiplicity: 1. For the HOMO energy, the calculation gives -6.24 eV. Its charge is -1. The calculated total energy is -156208.0045 eV.

Each line ends with the Löwdin charge.
Atoms and positions in Å:
Ca -0.130 -0.811 -0.833  1.39
C -4.459 0.856 0.789  -0.01
C -3.526 0.998 -0.365  -0.28
C -3.798 1.181 -1.701  0.03
C -2.542 1.187 -2.333  -0.25
N -1.579 1.030 -1.442  0.02
N -2.185 0.924 -0.212  0.00
B -1.427 1.173 1.140  -0.53
N -0.163 1.992 0.866  0.01
N 0.842 1.536 0.067  0.09
C 1.693 2.543 -0.074  -0.26
C 1.249 3.663 0.656  0.02
C 0.061 3.274 1.227  -0.27
C -0.877 4.082 2.063  -0.03
C 2.956 2.479 -0.899  -0.54
C 4.161 2.408 0.049  -0.04
C 3.056 3.748 -1.756  -0.05
C 2.962 1.266 -1.815  -0.04
N -1.140 -0.122 1.970  0.02
N -0.672 -1.297 1.465  0.02
C -0.579 -2.154 2.467  -0.28
C -0.968 -1.530 3.663  0.00
C -1.308 -0.243 3.306  -0.31
C -1.763 0.864 4.198  -0.03
C -0.184 -3.597 2.257  -0.53
C -1.358 -4.480 2.704  -0.04
C 1.049 -3.922 3.109  -0.03
C 0.112 -3.887 0.788  -0.03
C -2.221 1.346 -3.801  -0.54
C -2.985 2.563 -4.336  -0.05
C -0.721 1.567 -3.998  -0.05
C -2.654 0.095 -4.573  -0.04
H -5.485 0.788 0.429  0.08
H -4.384 1.706 1.471  0.07
H -4.231 -0.050 1.352  0.09
H -4.773 1.247 -2.155  0.11
H -2.150 1.830 1.828  0.10
H 1.723 4.626 0.745  0.10
H -0.448 5.070 2.231  0.08
H -1.063 3.622 3.033  0.06
H -1.842 4.207 1.571  0.08
H 4.198 3.280 0.707  0.08
H 5.091 2.369 -0.525  0.08
H 4.101 1.515 0.675  0.07
H 3.069 4.652 -1.144  0.07
H 2.209 3.816 -2.442  0.08
H 3.975 3.725 -2.347  0.08
H 2.903 0.344 -1.247  0.04
H 3.878 1.255 -2.412  0.09
H 2.114 1.278 -2.504  0.08
H -1.004 -1.954 4.653  0.11
H -1.847 0.493 5.219  0.08
H -2.731 1.265 3.895  0.08
H -1.048 1.690 4.196  0.07
H -1.577 -4.338 3.765  0.08
H -1.118 -5.534 2.541  0.08
H -2.254 -4.238 2.130  0.09
H 0.895 -3.646 4.154  0.08
H 1.927 -3.384 2.746  0.07
H 1.262 -4.993 3.064  0.08
H -0.774 -3.765 0.165  0.06
H 0.452 -4.920 0.678  0.10
H 0.911 -3.250 0.409  0.06
H -2.714 3.469 -3.791  0.09
H -4.064 2.423 -4.247  0.08
H -2.752 2.711 -5.394  0.08
H -0.363 2.427 -3.430  0.08
H -0.513 1.731 -5.059  0.09
H -0.142 0.697 -3.682  0.07
H -3.718 -0.105 -4.439  0.08
H -2.114 -0.787 -4.229  0.07
H -2.455 0.236 -5.639  0.08
O -3.533 -2.306 -2.791  -0.32
Cl -2.549 -2.742 -1.853  0.66
O -2.584 -4.161 -1.696  -0.32
O -2.722 -2.080 -0.577  -0.37
O -1.206 -2.340 -2.322  -0.47
Br 2.267 0.042 3.004  0.80
C 3.201 -1.127 1.823  -0.74
C 4.384 -1.707 2.265  -0.12
C 5.025 -2.565 1.389  -0.06
C 4.481 -2.789 0.132  0.00
C 3.302 -2.146 -0.206  -0.19
N 2.663 -1.335 0.649  0.10
C 2.680 -2.320 -1.606  -0.63
O 3.230 -3.096 -2.376  0.04
O 1.663 -1.588 -1.794  -0.23
H 4.766 -1.492 3.252  0.09
H 5.946 -3.051 1.688  0.10
H 4.939 -3.439 -0.600  0.11

Atoms 1-6, force components in eV/Å:
Ca 0.403 -0.092 -0.035
C -0.019 0.002 -0.003
C -0.032 -0.070 0.063
C -0.009 -0.059 0.011
C 0.039 -0.096 -0.127
N -0.127 0.117 0.326